[1]
A structure of composition C48H46BCoGeN6, computed with ωB97M-V with the def2-TZVPD basis set.

CARTESIAN COORDINATES (ANGSTROEM)
1 H 2.6959 -1.2437 -1.4703
2 C 2.8354 -0.5962 -2.3252
3 C -1.5185 3.7387 4.4307
4 H 0.6048 -4.5468 1.9921
5 H 1.2830 2.6964 0.2548
6 H -0.2523 2.9054 -2.2472
7 H 3.4145 -3.2925 2.0163
8 C 4.2922 2.0774 -1.1482
9 C 4.4076 3.2129 -1.9328
10 C -4.4160 0.7984 -1.3027
11 H 5.0683 1.3237 -1.1727
12 B 0.8131 -1.4994 2.2957
13 H 3.4601 1.6737 -5.3688
14 H 3.4897 5.0496 -2.5578
15 C -2.9045 -1.8026 -4.0561
16 H 5.2853 3.3497 -2.5499
17 C -2.2409 -1.7716 0.4091
18 C 4.0544 -0.6435 -2.9834
19 C -2.6707 -3.1127 -3.7652
20 C -5.5436 -1.3149 -1.3266
21 C -1.8693 5.0488 4.2537
22 H 1.1912 -2.3507 3.0364
23 H -2.9205 -3.8710 0.7611
24 C -1.3467 -4.8361 -2.5921
25 H -1.3653 2.5208 0.1076
26 N -1.1246 -1.1315 0.7510
27 C 4.2893 0.1742 -4.0793
28 C -1.6030 -3.4776 -2.9078
29 H -0.7923 2.0553 -3.6974
30 N -0.3712 -2.0041 1.4786
31 H -4.5034 -2.9505 -0.4339
32 H -6.3968 -1.9227 -1.5971
33 C -0.3158 -5.1828 -1.7683
34 C 2.1584 2.8389 -0.3743
35 C -1.3204 5.0366 1.9393
36 H -1.2342 5.5071 0.9670
37 H -0.5178 1.4184 5.8192
38 N 1.9981 -0.9415 1.4977
39 H -2.2455 5.6011 5.1066
40 C 2.2714 3.9780 -1.1539
41 C -3.3557 -1.1390 -0.3167
42 C 3.3984 4.1659 -1.9410
43 H 4.9307 -2.4200 2.2564
44 H -2.0201 6.7735 2.9318
45 H 3.6359 -2.2914 3.4477
46 H 1.6823 -1.5157 5.3047
47 H -2.3087 0.2334 -3.7426
48 C -1.7533 5.7295 3.0034
49 C -1.0403 -1.0958 -2.6580
50 C -0.9936 3.5911 1.9982
51 H -1.0103 -5.2578 2.0396
52 C -5.5242 0.0350 -1.6433
53 C 3.3240 -1.1884 1.6307
54 C 3.2925 1.0341 -4.5114
55 C 0.6220 -1.3003 5.4317
56 H -3.7191 -1.5238 -4.7121
57 H 1.3156 -4.4525 -0.5476
58 N 1.8178 0.1830 0.7598
59 C 4.0054 -0.2007 0.9548
60 H 1.3179 1.7625 -4.2051
61 H 0.0324 3.4702 1.6289
62 H -0.1232 -6.2236 -1.5432
63 H -6.3617 0.4867 -2.1576
64 C -1.9354 2.8400 0.9900
65 C -0.8034 2.0380 -2.6068
66 H 0.8684 -2.1000 -1.0174
67 C 0.5007 -4.1772 -1.2062
68 Co -0.1099 0.6110 0.4898
69 Ge 0.0268 0.3824 -1.9238
70 H -2.4642 0.7999 -0.4395
71 N 0.2584 -0.2796 3.1692
72 H 0.4490 -1.0122 6.4662
73 H 0.0697 -2.2175 5.2306
74 C 3.1592 1.8725 -0.3664
75 H 5.2388 0.1352 -4.5970
76 C 0.1808 -0.2001 4.5313
77 C -0.4303 -4.3699 2.2833
78 C 3.8515 -2.3629 2.3811
79 N -0.1808 0.8181 2.5898
80 H -1.8433 2.1133 -2.2841
81 C 1.8189 0.2659 -2.7371
82 C -0.5670 1.6593 3.5851
83 C -1.0036 -3.1960 1.5681
84 H -4.3791 1.8488 -1.5654
85 H 1.4840 4.7221 -1.1509
86 H -1.9821 -5.5979 -3.0279
87 C -2.1946 -3.0894 0.8937
88 C -4.4718 -1.8951 -0.6665
89 C -0.3518 1.0236 4.8327
90 C -1.0333 2.9759 3.3541
91 H -2.7250 3.4960 0.6271
92 H -2.4097 1.9808 1.4587
93 H -1.6128 3.2870 5.4066
94 C 0.2626 -2.8635 -1.4850
95 C -0.7825 -2.4669 -2.3538
96 H 4.8243 -1.3236 -2.6391
97 H 5.0731 -0.0975 0.8722
98 C 2.0736 1.0746 -3.8469
99 C -3.3466 0.2111 -0.6507
100 C 3.0162 0.6509 0.4346
101 H -3.2951 -3.8935 -4.1833
102 C -2.0837 -0.7971 -3.4970
103 H -0.4545 -4.2353 3.3657

Forces on the atoms, in the same order (eV/Å):
H -0.03 -0.05 0.02
C -0.10 -0.13 -0.05
C 0.07 -0.08 -0.10
H 0.00 0.00 -0.01
H 0.00 -0.02 0.00
H 0.05 0.08 0.00
H 0.00 0.00 0.00
C 0.03 0.05 0.04
C -0.01 0.00 0.03
C -0.01 -0.01 -0.04
H -0.01 0.03 0.01
B 0.01 0.00 0.12
H 0.00 0.01 0.00
H 0.00 0.01 0.00
C 0.01 0.00 0.02
H 0.01 0.00 -0.01
C 0.00 0.02 -0.05
C 0.00 -0.05 -0.04
C -0.01 0.00 0.01
C 0.00 0.00 0.00
C -0.04 0.09 0.02
H 0.00 0.00 0.01
H -0.02 -0.01 0.01
C 0.01 0.02 -0.01
H -0.02 0.04 0.07
N -0.14 0.08 0.14
C -0.01 -0.02 -0.04
C -0.05 -0.06 -0.01
H -0.03 0.04 -0.02
N -0.07 0.05 -0.08
H 0.00 -0.01 0.00
H -0.01 0.00 0.00
C 0.01 0.01 0.03
C -0.02 0.00 0.05
C 0.03 0.01 0.00
H -0.01 -0.02 -0.02
H -0.03 -0.01 0.02
N 0.02 0.09 -0.03
H 0.00 0.01 0.01
C -0.02 0.01 -0.03
C 0.00 -0.02 -0.01
C -0.01 -0.01 0.01
H 0.00 0.00 0.00
H 0.00 0.01 0.00
H 0.00 0.01 0.01
H 0.01 0.01 0.00
H 0.00 0.02 -0.01
C 0.04 -0.07 0.01
C -0.06 -0.03 -0.09
C -0.09 -0.01 -0.03
H 0.00 0.00 0.00
C 0.01 0.01 0.01
C -0.06 -0.08 -0.01
C 0.03 -0.01 0.00
C -0.01 0.01 0.04
H -0.01 0.00 0.00
H 0.01 -0.01 0.01
N -0.04 0.02 -0.08
C -0.02 0.04 0.04
H -0.01 0.00 -0.01
H 0.01 -0.02 0.03
H 0.01 -0.01 0.00
H -0.01 0.01 0.00
C 0.08 -0.02 -0.05
C -0.04 0.00 -0.11
H 0.06 0.05 0.01
C -0.01 -0.02 -0.03
Co 0.16 -0.14 -0.09
Ge 0.07 -0.11 0.20
H -0.05 -0.05 0.01
N 0.04 0.03 -0.01
H 0.01 -0.01 0.00
H -0.01 -0.01 0.00
C 0.07 0.06 0.06
H 0.02 0.00 0.00
C -0.04 0.02 -0.05
C 0.00 -0.04 0.00
C 0.04 -0.01 0.01
N 0.04 0.04 0.06
H 0.01 0.00 0.00
C -0.01 0.09 -0.18
C 0.01 -0.17 -0.06
C 0.04 0.01 0.03
H -0.01 0.01 0.00
H -0.01 0.00 0.00
H 0.00 -0.01 0.00
C 0.04 0.02 0.03
C 0.01 0.00 -0.03
C 0.00 0.00 0.02
C -0.03 0.16 0.12
H -0.03 0.01 0.03
H 0.05 -0.01 0.00
H 0.00 0.01 0.01
C 0.05 -0.03 -0.05
C -0.02 0.06 0.04
H 0.00 -0.01 0.00
H 0.02 0.00 -0.02
C 0.05 0.06 0.08
C 0.06 -0.01 0.01
C -0.10 0.02 -0.02
H 0.00 -0.01 -0.01
C 0.02 -0.03 -0.02
H 0.00 0.01 0.01

Computed properties:
Multiplicity: 2
Energy (Ha): -5669.655114
Kohn-Sham gap (alpha / beta) (eV): 4.49 / 4.30
HOMO level (alpha / beta) (eV): -9.67 / -9.49
Charge: +1
Energy above the lowest of the compared OMol25 structures with the same formula, charge and spin (eV): 0.0000
F_max (eV Å⁻¹): 0.2
Lowest unoccupied orbital energy (alpha / beta) (eV): -5.18 / -5.19



[2]
A cluster of 8 separate species, C4H26N2O8 in total, computed with ωB97M-V with the def2-TZVPD basis set.

CARTESIAN COORDINATES (ANGSTROEM)
1 H -0.3203 2.6580 2.6614
2 H -0.8654 -0.7191 -1.4617
3 H 0.6205 -0.8535 -0.4304
4 C -0.6090 1.6537 2.3406
5 N -0.6984 1.7426 -2.3409
6 H 5.3068 -0.0832 0.8925
7 O 2.9066 1.0201 -0.4570
8 O -4.2413 2.6374 -0.1415
9 H 0.7846 -4.1333 0.7390
10 C -0.0089 1.8871 -1.0236
11 H 1.0302 1.6439 -1.2765
12 H -0.5352 -1.9882 1.7883
13 O 2.8090 -1.8682 -0.8107
14 H -1.6759 1.4621 2.2564
15 C -0.6106 0.8683 -0.0424
16 N 0.0959 0.9136 1.2872
17 O 1.0552 -4.1515 -0.1874
18 H -0.9658 0.7795 -2.4526
19 H 0.5454 -1.1368 2.2805
20 H 0.3262 -3.7740 -0.6858
21 O 0.2548 -2.0597 2.3583
22 H -3.5093 3.2660 -0.2139
23 O -3.9055 -0.7448 -1.3155
24 H -1.6764 1.0703 0.0662
25 H 2.7200 0.0642 -0.5995
26 H -0.3583 1.0793 3.2474
27 H 1.0430 1.1849 1.0399
28 H -4.4620 -0.1366 -0.8222
29 C -0.4200 -0.5859 -0.4643
30 H -2.1436 -1.2058 -0.0487
31 H -4.0588 2.3176 0.7532
32 H 2.4472 -2.5791 -0.2481
33 O -1.2848 -1.4760 0.2877
34 H 2.4902 -2.1136 -1.6843
35 H 0.0090 2.8558 -0.5256
36 O 5.0627 -0.4877 0.0551
37 H 3.8652 0.8936 -0.4785
38 H 4.7560 -1.3714 0.2721
39 H -4.3120 -0.9164 -2.1757
40 H -1.4670 2.3867 -2.4390

Forces on the atoms, in the same order (eV/Å):
H -0.22 0.39 -0.98
H 0.92 0.07 -0.31
H 0.22 -0.45 0.22
C 1.14 -1.69 1.47
N 0.58 1.39 0.59
H 0.09 -0.08 0.09
O 0.02 -0.90 -0.25
O 0.64 0.07 0.59
H -0.12 0.22 -0.02
C -0.09 -1.74 -1.07
H -0.15 0.07 0.71
H 0.17 -0.27 0.19
O -0.19 -0.38 0.22
H -0.10 0.54 -0.29
C 1.69 -0.31 1.26
N -1.13 0.60 -1.21
O 0.36 -0.07 0.00
H -0.42 0.20 -0.21
H 0.18 -0.07 0.10
H -0.24 0.06 0.17
O -0.10 0.22 -0.11
H -0.21 0.07 -0.49
O 0.38 -0.29 0.00
H -0.11 0.01 0.16
H -0.38 0.53 0.18
H -0.20 0.19 0.16
H 0.10 0.38 0.67
H -0.19 0.16 -0.30
C -2.13 0.35 -1.15
H -0.57 -0.41 0.14
H -0.42 -0.21 -0.05
H -0.12 0.13 -0.17
O 0.65 0.50 -0.11
H 0.13 -0.01 -0.14
H -0.42 0.31 -0.56
O 0.71 0.14 0.17
H 0.13 0.45 0.14
H -0.22 -0.07 -0.16
H -0.03 0.22 0.40
H -0.35 -0.32 -0.08

Computed properties:
Energy (Ha): -879.383223
Kohn-Sham gap (eV): 8.65
HOMO level (eV): -8.46
Charge: 0
Energy above the lowest of the compared OMol25 structures with the same formula, charge and spin (eV): 0.9784
F_max (eV Å⁻¹): 2.5
Lowest unoccupied orbital energy (eV): 0.19